Record 1
Below is a molecular structure, C44H101BN7O21Sr at a distorted geometry, with properties calculated with wB97M-V/def2-TZVPD.

F_max = 5.79 eV Å⁻¹
charge = +1

```
175
C44H101BN7O21Sr | OMol25 | wB97M-V/def2-TZVPD
Sr -1.2662 9.2012 9.8342
O -3.6431 4.7139 3.3129
C -2.5819 4.1106 3.3113
O -2.2601 3.0505 2.4490
B -0.9108 2.5832 2.8498
O -0.4705 3.5478 3.8960
C -1.4513 4.2750 4.3071
O -1.5450 5.0769 5.2931
O 0.0893 2.7129 1.7149
C 0.4534 1.5955 1.2084
O 1.2573 1.3343 0.2447
C -0.1508 0.4813 2.1469
O -0.8752 1.0854 3.0340
O -0.0915 -0.7069 1.9815
C 2.1908 7.1089 8.0567
O 1.6045 7.3290 9.3205
C 2.4384 6.5973 10.3199
C 1.6888 6.5506 11.6755
N 0.2505 6.4044 11.5920
C -0.0623 5.0575 11.1030
C -1.5067 4.7275 10.9362
O -2.1598 5.8147 10.4099
C -3.4008 5.5213 9.7877
H 2.0497 6.0624 7.7865
H 3.2348 7.4199 8.0948
H 1.6471 7.6167 7.2601
H 3.3765 7.1349 10.4578
H 2.7391 5.6362 9.9029
H 1.6984 7.4787 12.2471
H 2.2713 5.8422 12.2646
H -0.1774 6.4964 12.5022
H 0.3371 4.2469 11.7126
H 0.3984 5.0602 10.1152
H -1.8116 4.6938 11.9822
H -1.7225 3.8376 10.3449
H -3.8778 6.4752 9.5628
H -4.0399 4.9833 10.4878
H -3.2246 4.9776 8.8596
C 3.5936 8.4837 -4.3787
O 2.2683 8.0345 -3.9514
C 1.7638 6.8524 -4.6730
C 1.7170 6.9598 -6.2126
N 1.3841 8.3317 -6.5702
C 1.3541 8.5375 -8.0025
C 1.0297 10.0312 -8.2682
O 2.1499 10.8489 -8.0087
C 1.7903 12.2136 -8.4677
H 4.2817 7.6523 -4.2259
H 3.9013 9.4115 -3.8963
H 3.6541 8.7234 -5.4403
H 0.7702 6.6462 -4.2750
H 2.3245 5.9769 -4.3456
H 0.9070 6.3619 -6.6303
H 2.6850 6.6309 -6.5907
H 2.0079 8.9309 -6.0487
H 0.5757 7.9009 -8.4231
H 2.3103 8.2768 -8.4562
H 0.2284 10.3178 -7.5870
H 0.6336 10.2084 -9.2681
H 2.7242 12.7614 -8.3420
H 0.9433 12.5218 -7.8547
H 1.4472 12.0657 -9.4917
C 10.4912 -9.5655 -7.4349
O 10.1309 -9.0519 -6.1239
C 10.7955 -7.8307 -5.8239
C 10.9053 -7.4565 -4.3116
N 9.5465 -7.2073 -3.8686
C 9.5748 -6.9602 -2.4365
C 8.1714 -7.1198 -1.7662
O 7.0644 -6.3794 -2.3173
C 7.4505 -5.0093 -2.5558
H 10.7992 -8.7765 -8.1209
H 9.6862 -10.2151 -7.7787
H 11.4040 -10.1578 -7.3717
H 10.2265 -6.9891 -6.2191
H 11.7794 -7.6924 -6.2721
H 11.4196 -6.4969 -4.2591
H 11.3758 -8.1964 -3.6640
H 8.8383 -7.9043 -4.0495
H 9.9504 -5.9912 -2.1079
H 10.1836 -7.6691 -1.8753
H 8.2842 -6.9308 -0.6987
H 7.8197 -8.1345 -1.5801
H 8.0764 -4.7631 -1.6981
H 6.5602 -4.3806 -2.5386
H 7.9288 -4.6812 -3.4787
C 3.6237 -7.8632 5.5564
O 2.5560 -6.9300 5.6262
C 1.6933 -7.1655 6.7152
C 0.5415 -6.0981 6.4611
N -0.7985 -6.7028 6.5259
C -1.7187 -5.8624 5.7393
C -3.0467 -6.5433 5.6444
O -2.8573 -7.8394 5.0650
C -4.1133 -8.4735 4.8305
H 4.0810 -8.1446 6.5050
H 4.3460 -7.3879 4.8928
H 3.2521 -8.7915 5.1226
H 2.1097 -6.9946 7.7079
H 1.4443 -8.2156 6.5617
H 0.7977 -5.6335 5.5090
H 0.6893 -5.4256 7.3061
H -0.8061 -7.6533 6.1842
H -1.3616 -5.7996 4.7114
H -1.7738 -4.8908 6.2305
H -3.7537 -5.9651 5.0494
H -3.6134 -6.6355 6.5708
H -3.8710 -9.2992 4.1614
H -5.0005 -7.9730 4.4424
H -4.4251 -8.8507 5.8045
C -10.0167 9.6361 2.2229
O -9.9715 8.4767 1.3356
C -9.6521 7.2720 2.0377
C -9.4504 6.1414 1.0506
N -8.2585 6.5023 0.2329
C -7.7154 5.3946 -0.5162
C -6.5864 5.8632 -1.4765
O -7.0280 6.8395 -2.5104
C -5.9424 7.1797 -3.4540
H -10.1963 10.5727 1.6951
H -9.0974 9.7806 2.7905
H -10.7601 9.4350 2.9944
H -10.5222 7.0008 2.6356
H -8.6969 7.4614 2.5275
H -10.3180 5.9406 0.4220
H -9.2727 5.1966 1.5644
H -7.4934 6.7640 0.8381
H -8.3546 4.9760 -1.2936
H -7.3697 4.5838 0.1251
H -6.1777 4.9846 -1.9755
H -5.7817 6.3990 -0.9729
H -6.2976 7.4389 -4.4514
H -5.2242 6.3741 -3.6072
H -5.3750 7.9922 -3.0001
C -1.5664 -6.8834 -9.4052
O -1.2109 -5.8391 -8.4803
C -0.9386 -4.6153 -9.1980
C -1.1947 -3.3333 -8.2069
N -0.4602 -3.3708 -6.9656
C -0.5630 -2.1363 -6.2016
C -1.9036 -2.0855 -5.3771
O -2.1780 -3.2063 -4.6000
C -3.1664 -2.9253 -3.6413
H -1.6369 -7.7232 -8.7138
H -0.8330 -7.2140 -10.1406
H -2.5011 -6.8116 -9.9614
H -1.6769 -4.4987 -9.9914
H 0.0954 -4.6447 -9.5414
H -2.2411 -3.0485 -8.0966
H -0.6999 -2.5282 -8.7502
H 0.4785 -3.2639 -7.3225
H -0.3892 -1.2174 -6.7615
H 0.2181 -2.0604 -5.4450
H -2.7307 -2.0231 -6.0843
H -1.8418 -1.1997 -4.7448
H -4.0552 -2.5089 -4.1153
H -2.8651 -2.1941 -2.8912
H -3.4362 -3.8430 -3.1187
C 0.6298 -8.0964 0.6786
C -0.2111 -8.0417 -0.5319
C -1.6911 -8.0741 -0.2798
O -2.5896 -8.0581 -1.3862
C -3.9173 -8.0130 -0.9229
N 0.1581 -6.8254 -1.1744
H 0.3429 -7.2070 1.2396
H 1.6952 -7.9993 0.4697
H 0.5668 -9.0319 1.2344
H 0.1428 -8.9315 -1.0526
H -1.8679 -7.1798 0.3178
H -1.9925 -8.9404 0.3092
H -4.6522 -7.6151 -1.6227
H -4.1432 -7.2838 -0.1449
H -4.1711 -8.9654 -0.4573
H -0.0102 -6.0757 -0.5188
H 1.1677 -6.8084 -1.1486
```

***

Record 2
Below is 10 unconnected molecules or ions with the total composition C44H102N4O24P6 at a distorted geometry, with properties calculated with wB97M-V/def2-TZVPD.

F_max = 3.60 eV Å⁻¹
structure (SMILES) = CCOP(=O)(OCC)OCC.CCOP(=O)(OCC)OCC.CCOP(=O)(OCC)OCC.CCOP(=O)(OCC)OCC.CCOP(=O)(OCC)OCC.CCOP(=O)(OCC)OCC.CC#N.CC#N.CC#N.CC#N

```
180
C44H102N4O24P6 | OMol25 | wB97M-V/def2-TZVPD
C 0.3383 -1.1301 -4.5126
C 1.5746 -0.3347 -4.6088
O 1.7370 0.1636 -5.9937
P 3.1804 0.7408 -6.3619
O 3.9548 1.1299 -5.1847
O 2.9215 1.8825 -7.4199
C 1.9797 2.9935 -7.1300
C 0.6719 2.5084 -7.6003
O 3.9337 -0.3676 -7.2061
C 3.3973 -0.8955 -8.4231
C 2.4187 -2.0635 -8.1895
H 0.3207 -1.4783 -3.4336
H -0.6311 -0.5960 -4.6209
H 0.3399 -2.0018 -5.1510
H 1.5965 0.5460 -3.9990
H 2.4102 -1.0256 -4.3821
H 2.0342 3.3173 -6.1006
H 2.4399 3.7749 -7.7635
H -0.0626 3.3040 -7.4719
H 0.7344 2.2269 -8.6831
H 0.4225 1.5141 -7.1173
H 2.9676 -0.0908 -9.0126
H 4.2457 -1.2264 -8.9605
H 1.6825 -1.8788 -7.3322
H 1.7576 -2.1928 -9.0149
H 3.0043 -3.0008 -7.8692
C -1.5290 -3.5957 -2.3699
C -0.4371 -4.2207 -1.5161
O -0.2906 -3.5135 -0.2641
P -1.1795 -3.6791 0.9984
O -0.5146 -3.1533 2.1763
O -2.5736 -3.0283 0.6070
C -2.9162 -1.6227 0.8658
C -4.4179 -1.4269 0.8007
O -1.5542 -5.2266 0.9510
C -2.4402 -5.8854 1.8611
C -1.8832 -5.9644 3.2569
H -2.4708 -3.4354 -1.7599
H -1.1138 -2.6697 -2.7893
H -1.8370 -4.2830 -3.2167
H -0.6646 -5.3520 -1.4060
H 0.5563 -4.1341 -2.0085
H -2.5698 -1.3621 1.8652
H -2.4140 -1.0814 0.0456
H -4.9508 -1.7863 1.6305
H -4.6297 -0.3335 0.6351
H -4.7487 -2.0015 -0.1197
H -3.3616 -5.2929 1.8238
H -2.6548 -6.8267 1.4148
H -2.5024 -6.5581 3.9243
H -0.8690 -6.3367 3.1553
H -1.7758 -4.9239 3.6088
C 2.9132 -5.0969 2.2402
C 2.9853 -4.0656 1.1592
O 3.8573 -4.3477 0.1226
P 3.5606 -5.5308 -0.9584
O 2.1595 -5.7754 -1.3818
O 4.5036 -5.2295 -2.2241
C 4.1328 -4.4730 -3.4281
C 4.8685 -3.1597 -3.6206
O 4.2877 -6.7694 -0.3220
C 4.6252 -7.8665 -1.1272
C 5.1972 -9.0145 -0.2374
H 3.8718 -5.2320 2.8198
H 2.1569 -4.7210 2.9439
H 2.6853 -6.1326 1.8983
H 1.9780 -3.8591 0.7611
H 3.2316 -3.0341 1.4641
H 4.4298 -5.1446 -4.2232
H 3.0594 -4.3172 -3.3744
H 4.8111 -2.4853 -2.7416
H 5.9412 -3.1683 -3.9595
H 4.3141 -2.5565 -4.3446
H 3.7926 -8.2121 -1.6653
H 5.3859 -7.4978 -1.8800
H 4.6414 -9.0885 0.6838
H 5.3221 -9.9672 -0.7229
H 6.2363 -8.8020 0.1231
C 1.5281 9.4914 2.2739
C 0.6678 9.1832 1.0613
O 1.1017 7.9358 0.4784
P 1.0101 6.4530 1.0575
O -0.0210 6.0709 2.0586
O 0.9423 5.6271 -0.2972
C -0.2806 5.0978 -0.8213
C -1.2986 6.1599 -1.2322
O 2.4537 6.1587 1.5290
C 2.5137 4.8867 2.3027
C 2.8407 5.2218 3.7412
H 2.6146 9.6436 1.9556
H 1.2293 10.4400 2.7079
H 1.4201 8.7262 2.9807
H -0.3828 9.1168 1.2425
H 0.8295 9.9036 0.2364
H -0.0343 4.4144 -1.6573
H -0.6873 4.4989 -0.0280
H -0.9554 6.7594 -2.0387
H -2.2047 5.6596 -1.5324
H -1.5379 6.7649 -0.3661
H 1.5844 4.2954 2.2673
H 3.2816 4.3266 1.8602
H 3.8606 5.6668 3.8998
H 2.1549 5.9494 4.1980
H 2.7458 4.3357 4.4036
C -0.8517 3.3644 3.5634
C -0.8114 1.8952 3.5508
O -1.2318 1.3540 2.2771
P -0.2762 1.1540 1.0419
O 0.8884 2.0606 0.9360
O -1.4010 1.2822 -0.0272
C -1.0998 0.8427 -1.3746
C -2.3831 1.1523 -2.1104
O 0.2340 -0.3073 0.9469
C 1.5867 -0.7905 0.9805
C 2.1897 -0.9243 -0.3790
H -0.3373 3.7334 2.6171
H -1.8503 3.8367 3.5224
H -0.3646 3.8141 4.4365
H 0.2224 1.5397 3.6922
H -1.4200 1.4318 4.3002
H -0.1953 1.3975 -1.6935
H -0.9463 -0.2591 -1.5256
H -2.6364 2.2286 -2.0426
H -2.2271 0.8966 -3.1800
H -3.2336 0.5508 -1.7468
H 2.2742 -0.1407 1.4278
H 1.5725 -1.7636 1.4422
H 2.0363 0.0731 -0.8593
H 3.2467 -1.2033 -0.2066
H 1.7276 -1.7801 -0.9363
C -5.7413 1.2884 7.3676
C -4.9539 2.2689 6.4127
O -4.2085 1.4932 5.4752
P -4.8573 0.9925 4.0866
O -6.3091 0.9849 4.0680
O -4.2246 1.7355 2.8365
C -4.9717 2.6182 1.9700
C -3.9427 3.3833 1.1493
O -4.0447 -0.4081 3.8616
C -3.6644 -1.2749 4.9299
C -3.2143 -2.6438 4.4961
H -6.5386 1.8577 7.9072
H -6.2613 0.6684 6.6560
H -5.0239 0.7433 7.9248
H -5.6824 2.9836 6.0304
H -4.2055 2.8567 6.9005
H -5.6112 1.9625 1.3326
H -5.6381 3.1963 2.5911
H -3.3133 2.5842 0.7883
H -4.4445 3.9875 0.3680
H -3.3403 4.0642 1.7350
H -2.8172 -0.7673 5.4451
H -4.4380 -1.4294 5.6540
H -2.4095 -2.6503 3.7175
H -2.8461 -3.2583 5.2988
H -4.0501 -3.2328 4.0068
C 1.1230 -2.4661 4.5396
C 1.8070 -1.1916 4.6219
N 2.3027 -0.1874 4.7747
H 1.1130 -2.8653 3.5833
H 0.0603 -2.4496 4.8560
H 1.6120 -3.0424 5.3615
C -9.8288 0.7561 -3.4628
C -8.6813 -0.0860 -3.7207
N -7.6990 -0.6841 -3.8099
H -10.4877 0.9377 -4.3011
H -9.3798 1.5945 -2.9700
H -10.4911 0.1994 -2.7649
C 3.2936 2.5849 -1.1984
C 2.4331 2.8191 -2.2852
N 1.7408 3.0470 -3.1699
H 4.2085 3.0538 -1.3740
H 3.5857 1.5720 -1.0507
H 2.8021 3.0621 -0.3645
C 4.7580 1.7990 3.6548
C 4.7711 0.7046 2.7008
N 4.7072 -0.1559 1.9840
H 5.3643 1.5064 4.5504
H 3.7300 1.9589 3.9478
H 5.2424 2.7236 3.3202
```

***

How do the records compare in frontier orbital gap? In the order shown, they have 0.9, 10.6 eV.
How do the records compare in HOMO energy? In the order shown, they have -8.8934, -10.0977 eV.